# 1
Below is a single C7H6BrNO3 molecule, with properties calculated with ωB97M-V/def2-TZVPD.

CARTESIAN COORDINATES (ANGSTROEM)
1 O -1.673 3.793 -1.852
2 C -0.923 2.847 -1.953
3 Br 0.503 2.823 -3.193
4 N -0.876 1.827 -1.106
5 O -1.865 1.640 -0.154
6 O -0.109 0.585 -1.264
7 C 0.179 -0.321 -0.197
8 C -0.103 -1.676 -0.330
9 C 0.320 -2.668 0.533
10 C 0.965 -2.232 1.703
11 C 1.306 -0.890 1.853
12 C 0.948 0.048 0.922
13 H -2.507 2.367 -0.433
14 H -0.537 -2.223 -1.189
15 H 0.129 -3.720 0.332
16 H 1.262 -2.829 2.517
17 H 1.808 -0.515 2.763
18 H 1.173 1.141 1.047

orbital gap = 10.123 eV
energy relative to the best compared isomer or geometry (same formula, charge and spin) = 0.929 eV
structure (SMILES) = O=C(Br)N(O)Oc1ccccc1
HOMO level = -9.5 eV
M = 232.0 Da

=====

# 2
Below is 2 unconnected molecules or ions with the total composition C7H6Cl3, with properties calculated with ωB97M-V/def2-TZVPD.

CARTESIAN COORDINATES (ANGSTROEM)
1 Cl 2.244 -2.465 -0.375
2 Cl -0.422 -1.458 -2.867
3 C 0.715 0.307 1.979
4 C 1.254 1.055 0.928
5 C 0.676 1.014 -0.344
6 C -0.420 0.171 -0.624
7 C -1.040 -0.457 0.485
8 C -0.462 -0.419 1.765
9 C -0.952 -0.020 -2.009
10 Cl -2.769 -0.008 -2.113
11 H 1.222 0.267 2.952
12 H 2.197 1.602 1.088
13 H 1.113 1.618 -1.149
14 H -1.973 -0.981 0.311
15 H -0.861 -1.039 2.562
16 H -0.524 0.813 -2.587

orbital gap (spin up / spin down) = 10.221 / 5.838 eV
HOMO level (spin up / spin down) = -9.6 / -9.6 eV
M = 196.5 Da
spin multiplicity = 2

=====

# 3
Below is a molecular structure, C7H6ClErNO2, with properties calculated with ωB97M-V/def2-TZVPD.

CARTESIAN COORDINATES (ANGSTROEM)
1 N -1.495 1.188 1.705
2 C -1.913 0.128 0.765
3 C -0.698 -0.047 -0.128
4 C -0.673 0.487 -1.346
5 C 0.557 0.262 -2.178
6 O 0.541 0.220 -3.386
7 C 1.829 0.073 -1.411
8 C 1.782 -0.476 -0.213
9 Cl 3.232 -0.800 0.712
10 C 0.477 -0.833 0.339
11 O 0.360 -1.763 1.147
12 H -1.296 2.067 1.207
13 H -0.630 0.981 2.205
14 H -2.189 -0.776 1.284
15 H -2.730 0.529 0.187
16 H -1.496 1.048 -1.751
17 H 2.767 0.360 -1.854
18 Er 1.577 -2.647 2.717

orbital gap (spin up / spin down) = 7.806 / 4.646 eV
total charge = +3
HOMO level (spin up / spin down) = -21.1 / -20.0 eV
M = 338.8 Da
spin multiplicity = 4

=====

# 4
Below is a single C7H6ClN molecule, with properties calculated with ωB97M-V/def2-TZVPD.

CARTESIAN COORDINATES (ANGSTROEM)
1 N 1.508 -2.052 -0.068
2 C 0.632 -0.974 0.035
3 C -0.800 -1.223 0.037
4 C -1.727 -0.176 -0.004
5 C -1.203 1.094 -0.015
6 C 0.150 1.341 -0.029
7 C 1.253 0.279 0.016
8 Cl 2.941 0.581 -0.082
9 C -0.685 2.490 -0.039
10 H 1.320 -2.908 0.392
11 H 2.467 -1.816 -0.162
12 H -1.125 -2.225 -0.021
13 H -2.845 -0.481 -0.033
14 H -1.056 3.154 -0.875
15 H -0.828 2.917 0.850

orbital gap = 8.854 eV
structure (SMILES) = Nc1ccc2c(c1Cl)C2
HOMO level = -8.0 eV
M = 139.6 Da

=====

# 5
Below is a molecular structure, C7H6ClNO11P2Rh, with properties calculated with ωB97M-V/def2-TZVPD.

CARTESIAN COORDINATES (ANGSTROEM)
1 Rh 0.169 0.220 -1.758
2 O 1.918 -2.763 -3.122
3 P 0.976 -1.738 -3.943
4 O 1.021 -2.029 -5.381
5 O 1.323 -0.346 -3.420
6 O -0.452 -2.091 -3.243
7 P -1.914 -1.380 -3.327
8 O -2.699 -2.268 -2.233
9 O -2.546 -1.494 -4.647
10 O -1.712 -0.015 -2.670
11 H 2.109 -3.511 -3.698
12 H -3.241 -2.911 -2.702
13 Cl 0.860 0.976 6.812
14 C 0.673 0.864 5.082
15 C -0.358 1.556 4.469
16 C -0.502 1.464 3.094
17 C 0.376 0.690 2.346
18 C 1.403 0.001 2.980
19 C 1.557 0.084 4.355
20 C 0.213 0.599 0.860
21 O 1.036 -0.118 0.210
22 O -0.709 1.218 0.293
23 H -1.034 2.154 5.064
24 H -1.296 1.988 2.579
25 H 2.074 -0.599 2.382
26 H 2.351 -0.447 4.862
27 O -1.309 3.998 -1.410
28 N -0.724 3.064 -1.823
29 O 0.435 2.834 -2.011

orbital gap (spin up / spin down) = 8.418 / 7.418 eV
energy relative to the best compared isomer or geometry (same formula, charge and spin) = 0.078 eV
total charge = -1
HOMO level (spin up / spin down) = -6.1 / -6.9 eV
M = 480.4 Da
spin multiplicity = 5

=====

# 6
Below is a single C7H6ClNO3 molecule, with properties calculated with ωB97M-V/def2-TZVPD.

CARTESIAN COORDINATES (ANGSTROEM)
1 C -1.831 -0.525 0.398
2 C -1.197 -1.818 -0.003
3 C -1.345 0.714 0.689
4 C 0.022 -2.035 -0.351
5 C 2.055 0.007 0.426
6 C 0.022 1.360 0.751
7 C 0.975 0.729 -0.143
8 N 0.653 0.922 -1.493
9 O 1.118 0.239 -2.390
10 O 2.348 -0.036 1.620
11 O -0.210 1.771 -1.681
12 Cl 3.262 -0.829 -0.622
13 H -2.927 -0.675 0.280
14 H -1.808 -2.726 0.025
15 H -2.126 1.323 1.057
16 H 0.917 -2.152 -0.756
17 H -0.262 2.405 0.308
18 H 0.334 1.328 1.887

orbital gap (spin up / spin down) = 5.660 / 8.476 eV
energy relative to the best compared isomer or geometry (same formula, charge and spin) = 5.212 eV
HOMO level (spin up / spin down) = -8.8 / -9.8 eV
M = 187.6 Da

=====

no.,energy (eV)
1,-85026.8627
2,-44921.8787
3,-53049.2574
4,-21365.1596
5,-65483.3858
6,-27502.3919